C20H22F5MnN4O4Te2 as an isolated structure in a non-equilibrium geometry, computed with ωB97M-V/def2-TZVPD.

The geometry in XYZ format:
```
58
Properties=species:S:1:pos:R:3:forces:R:3:mulliken_spin:R:1
Mn 0.560637 0.826117 -0.649759 -2.24 0.21 -1.34 1.18
N -1.444289 1.478305 -1.264129 0.23 -0.15 0.32 -0.11
C -2.366517 1.008531 -0.215069 -0.01 -0.10 0.20 0.01
C -1.773135 -0.268806 0.311408 0.01 0.06 -0.10 -0.03
O -2.137335 -0.719360 1.470961 0.16 -0.21 -0.11 -0.01
N -0.880184 -0.791603 -0.473300 0.21 0.19 -0.03 -0.10
C -0.201188 -2.026913 -0.182944 0.62 0.08 -0.08 0.01
C 1.320708 -1.759491 -0.345219 -1.58 -1.43 0.90 0.00
O 2.160460 -2.490202 0.044518 0.30 0.47 -0.34 0.01
O 1.478488 -0.581546 -0.959814 1.59 0.37 -0.70 0.10
H -1.453611 2.494468 -1.304014 0.23 0.05 -0.02 0.00
H -1.732658 1.134202 -2.174950 0.23 -0.17 -0.08 0.01
H -3.364859 0.795679 -0.604943 -0.02 0.06 0.01 0.00
H -2.461711 1.737786 0.586946 0.09 0.06 -0.05 0.00
H -0.482896 -2.798213 -0.900795 -0.09 -0.02 0.03 0.00
H -0.364404 -2.404271 0.825741 -0.07 -0.08 -0.02 0.00
C 0.530034 -0.354053 -3.994216 0.20 -0.05 -0.16 0.00
C 1.060824 0.982954 -3.631231 -0.22 -0.08 0.33 0.00
N 1.012740 1.553518 -2.420451 0.15 -0.16 0.44 -0.04
C 1.635516 2.790487 -2.504477 0.12 0.26 -0.14 0.01
C 2.038798 2.971810 -3.782136 -0.03 0.01 0.28 0.00
N 1.667345 1.833269 -4.459713 0.08 0.05 -0.09 0.00
H -0.108428 -0.733678 -3.200564 -0.05 -0.02 -0.04 0.00
H 1.351286 -1.058600 -4.144921 -0.02 -0.01 0.06 0.00
H -0.029706 -0.309418 -4.928322 -0.06 0.01 0.04 0.00
H 1.746583 3.455166 -1.666665 -0.03 -0.06 0.03 0.00
H 2.551141 3.800672 -4.238237 -0.01 -0.05 -0.10 0.00
H 1.852026 1.658284 -5.437215 -0.05 -0.05 -0.04 0.00
F 3.005966 0.710523 2.406434 -0.51 0.47 0.04 0.00
Te 1.497405 1.725652 1.979547 2.37 0.06 1.04 0.00
F -1.348298 1.348872 2.853069 -0.04 -0.69 0.18 0.00
F 0.891982 0.844789 3.851639 -0.21 0.01 -0.61 0.00
F 0.225305 2.467786 0.209918 -0.17 0.15 0.20 0.01
F 2.354992 1.526317 0.173251 -0.49 0.05 0.20 0.00
O 0.497661 0.262291 1.449928 -0.33 -0.33 -0.35 -0.03
Te -0.790212 -0.465112 3.110973 0.02 1.53 -0.73 0.00
C -1.507364 -0.074864 5.317908 -0.11 -0.37 0.46 0.00
C -1.562185 1.267888 5.757830 0.01 0.06 -0.10 0.00
C -0.774406 1.693893 6.800956 0.03 0.07 -0.08 0.00
C 0.116957 0.815830 7.420279 0.00 -0.05 -0.08 0.00
C 0.256543 -0.484723 6.950280 0.16 -0.02 -0.05 0.00
C -0.543008 -0.937383 5.921504 -0.31 0.09 0.13 0.00
C -2.658968 -0.666958 4.473120 -0.08 -0.45 0.46 0.00
C -2.733681 -2.082240 4.274597 -0.11 0.18 0.30 0.00
C -3.918964 -2.684296 3.905070 0.03 -0.07 -0.15 0.00
C -5.064762 -1.913959 3.746616 0.12 -0.01 0.00 0.00
C -4.997766 -0.522241 3.858653 0.01 0.05 -0.11 0.00
C -3.817613 0.097683 4.194237 -0.02 0.12 -0.15 0.00
H -2.241742 1.967743 5.294468 -0.03 -0.01 0.07 0.00
H -0.860653 2.714349 7.149060 0.00 -0.01 0.02 0.00
H 0.702397 1.148293 8.267750 0.02 0.01 -0.02 0.00
H 0.966415 -1.160318 7.407942 -0.01 0.01 0.01 0.00
H -0.453761 -1.977903 5.636909 -0.04 -0.04 0.04 0.00
H -1.883830 -2.717224 4.494809 -0.03 -0.06 0.03 0.00
H -3.959501 -3.758862 3.787836 -0.01 0.01 0.02 0.00
H -6.011424 -2.397970 3.543464 0.00 0.03 -0.05 0.00
H -5.887736 0.072998 3.704104 0.00 0.00 0.02 0.00
H -3.801334 1.174354 4.282141 0.00 -0.03 0.08 0.00
```
Positions in Å, forces in eV/Å.

**Frontier orbital gap (alpha / beta)**: 5.56 / 6.51 eV
**LUMO level (alpha / beta)**: -11.77 / -10.82 eV
**Net charge**: +3
**Multiplicity**: 2
**Expectation value of S²**: 1.126